Entry 1:
The molecule C5H8O, computed with wB97M-V/def2-TZVPD.

XYZ file:
```
14
Properties=species:S:1:pos:R:3:forces:R:3:nbo_charge:R:1
C 0.1779 0.3519 -2.1147 -0.01 -0.04 -0.08 -0.5869
C 0.3213 1.4205 -1.0230 0.02 0.07 0.00 -0.4753
C 0.0934 0.7842 0.2773 -0.11 -0.34 0.41 0.0223
C -0.1240 0.0995 1.2463 0.07 0.26 -0.42 -0.0775
C -0.4051 -0.8999 2.2869 -0.11 0.32 0.17 -0.1263
O 0.1685 -2.1548 1.9702 -0.12 -0.16 -0.20 -0.6965
H -0.8237 -0.0880 -2.0692 0.17 0.05 -0.06 0.2091
H 0.3350 0.7671 -3.1147 -0.01 -0.02 0.15 0.2099
H 0.9079 -0.4464 -1.9463 -0.12 0.11 -0.08 0.2104
H 1.3167 1.8767 -1.0594 -0.11 -0.08 0.04 0.2267
H -0.3992 2.2307 -1.1804 0.06 -0.12 0.05 0.2273
H -1.4960 -0.9777 2.4138 0.19 -0.02 0.01 0.1843
H 0.0172 -0.6067 3.2519 -0.04 0.02 -0.15 0.2052
H -0.0898 -2.3571 1.0614 0.12 -0.05 0.16 0.4675
```
Forces are in eV/Å.

Output
Gap between HOMO and LUMO, eV: 10.54
Highest occupied orbital energy, eV: -9.6493
SMILES: CCC#CCO
Charge: 0

***

Entry 2:
The molecule C5H8O, computed with wB97M-V/def2-TZVPD.

XYZ file:
```
14
Properties=species:S:1:pos:R:3:forces:R:3:nbo_charge:R:1
C -1.7476 0.0738 -0.0160 -0.08 0.16 -0.09 -0.6480
C -0.7232 -0.9794 0.2262 0.24 -0.28 -0.15 0.0630
C 0.9274 1.1730 -1.1784 0.35 -0.03 0.07 0.0318
C 1.3363 0.7010 0.1872 -0.15 0.00 0.26 -0.6213
C 0.6935 -0.6732 0.4430 0.29 0.11 0.19 0.0799
O 0.2710 -1.3103 -0.7606 -0.16 -0.11 -0.13 -0.4958
H -1.3135 1.0433 -0.2474 0.04 -0.07 0.02 0.2423
H -2.4207 -0.1819 -0.8338 -0.08 -0.14 0.08 0.2242
H -2.3001 0.1310 0.9185 -0.35 0.20 0.00 0.2118
H -1.1218 -1.8935 0.6827 0.24 0.30 0.07 0.1852
H 1.8073 1.1736 -1.8552 -0.18 -0.09 0.17 0.0947
H 0.9367 1.4419 0.9027 -0.01 -0.20 -0.03 0.2426
H 2.4132 0.6090 0.3827 -0.11 -0.01 -0.15 0.2008
H 1.2417 -1.3083 1.1484 -0.04 0.16 -0.31 0.1887
```
Forces are in eV/Å.

Output
Gap between HOMO and LUMO (spin up / spin down), eV: 8.42 / 8.46
Highest occupied orbital energy (spin up / spin down), eV: -8.6923 / -8.6850
Charge: 0

***

Entry 3:
The molecule C5H8O, computed with wB97M-V/def2-TZVPD.

XYZ file:
```
14
Properties=species:S:1:pos:R:3:forces:R:3:nbo_charge:R:1
O 1.8200 1.9806 0.0389 0.10 -0.60 -0.01 -0.5170
C 1.9536 0.7796 0.0049 -0.08 0.27 0.03 0.4495
C 0.9559 -0.1867 0.6093 -0.06 0.07 0.10 -0.5071
C -0.1647 -0.4892 -0.3731 0.10 0.00 -0.09 -0.2243
C -1.5366 -0.8077 0.1517 -0.08 -0.15 0.09 -0.4145
C -1.2736 0.5122 -0.5184 -0.04 0.18 -0.07 -0.4185
H 2.8326 0.3217 -0.5015 -0.11 0.12 -0.01 0.1017
H 1.4551 -1.1165 0.9131 -0.03 0.19 -0.05 0.2169
H 0.5358 0.3017 1.4966 0.02 -0.12 -0.10 0.2263
H 0.1407 -1.0191 -1.2747 -0.06 0.10 0.16 0.2158
H -2.1282 -1.5474 -0.3809 0.12 0.15 0.08 0.2173
H -1.6766 -0.8166 1.2298 0.04 0.02 -0.17 0.2125
H -1.6985 0.6875 -1.5023 0.09 -0.07 0.15 0.2185
H -1.2154 1.3998 0.1065 -0.01 -0.16 -0.10 0.2230
```
Forces are in eV/Å.

Output
Gap between HOMO and LUMO, eV: 10.77
Highest occupied orbital energy, eV: -9.6641
SMILES: O=CCC1CC1
Charge: 0

***

What energy above the lowest of the compared OMol25 structures with the same formula, charge and spin values result from the calculations? In sequence: 202.2, 537.3, 126.8 kJ/mol.
What energy values result from the calculations? In sequence: -270.48088, -270.35325, -270.50960 a.u..